The following is a DFT calculation (wB97M-V/def2-TZVPD) of one molecule with the formula C4H7NOS at a distorted geometry.

charge: 0
strongest force on any atom: 4.77 eV/Å
electronic energy: -684.66759 Eh
SMILES: CN1OCCC1=S

Element x y z (Å)
S: 2.258 -1.002 1.043
O: -0.986 0.454 -0.513
N: 0.256 -0.423 -0.564
C: -0.306 -0.138 1.609
C: 0.722 -0.315 -1.916
C: 0.760 -0.434 0.614
C: -1.192 0.914 0.791
H: -0.951 -1.133 1.734
H: 1.972 -0.276 -2.024
H: 0.389 -1.269 -2.600
H: 0.136 0.603 -2.454
H: -2.261 0.860 0.880
H: 0.082 0.193 2.492
H: -0.878 1.967 0.910


The following is a DFT calculation (wB97M-V/def2-TZVPD) of one molecule with the formula C4H7NOS at a distorted geometry.

charge: 0
strongest force on any atom: 4.61 eV/Å
electronic energy: -684.69849 Eh
SMILES: C=CNC(=S)CO

Element x y z (Å)
S: 1.838 0.145 1.316
O: 0.375 0.137 -2.219
N: -0.615 0.188 0.699
C: -1.859 -0.212 0.074
C: -3.006 0.515 0.095
C: 0.667 -0.166 0.172
C: 0.799 -0.719 -1.196
H: -3.974 -0.188 -0.206
H: -0.466 0.505 -2.097
H: 1.832 -0.833 -1.394
H: -3.022 1.587 0.614
H: 0.186 -1.602 -1.291
H: -0.525 0.696 1.609
H: -1.738 -1.409 -0.297


The following is a DFT calculation (wB97M-V/def2-TZVPD) of one molecule with the formula C4H7NOS at a distorted geometry.

charge: 0
strongest force on any atom: 3.95 eV/Å
electronic energy: -684.64602 Eh
SMILES: C=NO[C@H]1C[C@H]1S

Element x y z (Å)
S: -0.999 1.494 1.000
O: 0.716 -0.735 0.107
N: 1.682 0.063 0.618
C: -0.878 0.906 -0.637
C: 0.111 -0.197 -0.980
C: -1.278 -0.465 -1.071
C: 2.221 -0.649 1.572
H: -2.437 1.387 1.060
H: 2.986 -0.102 2.278
H: 0.605 -0.166 -2.011
H: -1.590 -0.548 -2.041
H: -1.176 1.657 -1.325
H: -1.895 -0.987 -0.367
H: 1.931 -1.657 1.797


The following is a DFT calculation (wB97M-V/def2-TZVPD) of a 2-piece molecular cluster, C4H7NOS overall at a distorted geometry.

charge: 0
strongest force on any atom: 5.03 eV/Å
electronic energy: -684.66198 Eh
SMILES: C=CC1=N[C@H]1S.O

Element x y z (Å)
S: -2.598 -0.053 0.884
O: -0.749 0.695 -2.217
N: -0.058 0.443 1.827
C: 1.980 0.197 -0.428
C: 0.146 -0.403 0.900
C: 1.086 -0.718 -0.139
C: -1.026 -0.626 1.758
H: 2.053 1.135 -0.024
H: 2.581 -0.072 -1.370
H: -0.283 0.762 -3.096
H: -1.178 -1.568 2.156
H: -0.215 1.167 -1.561
H: 1.156 -1.720 -0.627
H: -2.895 0.761 1.937


The following is a DFT calculation (wB97M-V/def2-TZVPD) of one molecule with the formula C4H7NOS at a distorted geometry.

charge: 0
strongest force on any atom: 4.41 eV/Å
electronic energy: -684.73043 Eh
SMILES: C=C[C@H](S)C(N)=O

Element x y z (Å)
S: -0.553 2.145 -0.909
O: 0.589 -1.761 -0.561
N: -1.156 -0.971 -1.648
C: 0.407 0.774 -0.164
C: 1.189 -0.160 1.988
C: -0.066 -0.840 -0.897
C: 0.188 0.470 1.341
H: -1.214 -1.954 -1.952
H: 2.101 -0.315 1.510
H: 0.917 -0.685 2.847
H: -0.681 1.055 1.708
H: 1.562 0.881 -0.255
H: -1.767 1.620 -0.752
H: -1.515 -0.259 -2.254


The following is a DFT calculation (wB97M-V/def2-TZVPD) of C4H7NOS as an isolated structure at a distorted geometry.

charge: 0
strongest force on any atom: 3.35 eV/Å
electronic energy: -684.72575 Eh

Element x y z (Å)
S: 1.928 -0.873 1.551
O: -1.309 -1.561 -0.450
N: 1.450 0.401 -0.777
C: 0.476 0.825 -1.729
C: 1.094 -0.355 0.282
C: -0.773 -0.875 0.378
C: -1.290 -0.412 1.663
H: 0.110 1.868 -1.518
H: -2.278 -0.028 1.501
H: 0.589 0.832 -2.795
H: -1.399 -1.312 2.340
H: -0.646 0.499 1.967
H: -0.404 0.259 -1.615
H: 2.453 0.732 -0.797


The following is a DFT calculation (wB97M-V/def2-TZVPD) of one molecule with the formula C4H7NOS at a distorted geometry.

charge: 0
strongest force on any atom: 5.06 eV/Å
electronic energy: -684.68062 Eh

Element x y z (Å)
S: 1.586 -0.219 0.338
O: 2.373 -0.895 -0.673
N: -0.470 -0.706 0.541
C: -0.895 -1.926 0.005
C: -0.273 1.592 0.121
C: -0.974 0.500 0.330
C: 1.177 1.480 -0.112
H: -0.472 -2.113 -0.962
H: -1.894 -1.853 -0.263
H: -2.034 0.439 0.468
H: -0.788 2.613 0.053
H: -0.654 -2.661 0.724
H: 1.692 2.087 0.576
H: 1.625 1.660 -1.146


The following is a DFT calculation (wB97M-V/def2-TZVPD) of a 2-piece molecular cluster, C4H7NOS overall at a distorted geometry.

2S+1: 3
charge: 0
strongest force on any atom: 10.10 eV/Å
electronic energy: -684.62427 Eh

Element x y z (Å)
S: 2.112 -0.051 -1.467
O: 1.547 2.376 1.713
N: 3.574 1.227 1.550
C: -0.473 0.162 -0.549
C: 0.576 -0.600 -0.811
C: 2.501 1.725 1.678
C: -1.750 -0.362 0.014
H: 0.578 -1.665 -0.636
H: -1.690 -1.432 0.192
H: 3.945 0.318 1.705
H: -2.573 -0.161 -0.672
H: -1.976 0.141 0.955
H: -0.443 1.228 -0.739
H: 1.789 1.236 -1.553


The following is a DFT calculation (wB97M-V/def2-TZVPD) of one molecule with the formula C4H7NOS2 at a distorted geometry.

charge: 0
strongest force on any atom: 2.46 eV/Å
electronic energy: -1082.97473 Eh
SMILES: CCSC(=S)C(N)=O

Element x y z (Å)
S: 0.859 1.449 0.520
S: 0.454 0.072 2.995
O: -1.712 0.007 -0.156
N: -1.858 -1.217 1.719
C: -1.246 -0.280 0.942
C: 0.761 1.084 -1.218
C: 1.410 -0.222 -1.735
C: -0.019 0.318 1.497
H: 1.788 0.098 -2.744
H: -0.295 1.115 -1.573
H: 0.676 -1.030 -1.722
H: 2.254 -0.539 -1.173
H: -1.644 -1.369 2.673
H: 1.367 1.979 -1.487
H: -2.795 -1.466 1.462


The following is a DFT calculation (wB97M-V/def2-TZVPD) of one molecule with the formula C4H7NS at a distorted geometry.

charge: 0
strongest force on any atom: 5.09 eV/Å
electronic energy: -609.36418 Eh

Element x y z (Å)
S: -2.869 -0.882 0.062
N: -0.882 1.357 0.011
C: 0.770 -0.414 0.003
C: 0.371 0.904 -0.126
C: 2.073 -1.031 0.165
C: -2.119 0.744 -0.085
H: -0.113 -1.184 0.156
H: -2.521 1.038 -1.091
H: -2.939 1.482 0.411
H: 2.153 -1.613 1.119
H: 1.206 1.568 -0.141
H: 2.767 -0.234 0.324
H: 2.103 -1.734 -0.806


The following is a DFT calculation (wB97M-V/def2-TZVPD) of C4H7NS as an isolated structure at a distorted geometry.

charge: 0
strongest force on any atom: 5.28 eV/Å
electronic energy: -609.44317 Eh

Element x y z (Å)
S: 1.749 0.643 0.277
N: -0.968 0.114 1.457
C: -0.940 0.571 -0.643
C: 1.709 -1.110 -0.118
C: -1.645 -0.068 0.421
C: 0.002 1.090 0.426
H: -2.779 -0.462 0.388
H: -0.427 -0.174 -1.318
H: 1.125 -1.546 0.654
H: -0.184 2.009 0.978
H: 1.162 -1.191 -1.159
H: -1.487 1.477 -1.084
H: 2.684 -1.354 -0.280


The following is a DFT calculation (wB97M-V/def2-TZVPD) of a 2-piece molecular cluster, C4H7NS overall at a distorted geometry.

charge: 0
strongest force on any atom: 2.91 eV/Å
electronic energy: -609.42984 Eh

Element x y z (Å)
S: -0.376 -1.316 1.990
N: -1.928 1.152 0.776
C: -2.452 0.958 1.867
C: 1.302 -1.145 -1.083
C: 0.223 -0.177 -0.595
C: -0.349 -0.451 0.698
H: 1.745 -0.759 -2.001
H: 0.876 -2.126 -1.291
H: -3.280 1.548 2.253
H: -2.120 0.152 2.564
H: 0.615 0.845 -0.544
H: -0.609 -0.133 -1.305
H: 2.089 -1.254 -0.338


The following is a DFT calculation (wB97M-V/def2-TZVPD) of one molecule with the formula C4H7NS at a distorted geometry.

charge: 0
strongest force on any atom: 4.57 eV/Å
electronic energy: -609.36905 Eh
SMILES: S/N=C\C1CC1

Element x y z (Å)
S: -0.918 -1.529 -0.080
N: 0.824 -1.172 -0.384
C: -0.700 1.543 -0.197
C: 0.869 1.415 0.036
C: 1.403 -0.056 -0.391
C: -0.169 1.610 1.129
H: -1.082 0.495 -0.633
H: 2.464 -0.217 -0.831
H: -0.422 2.733 1.571
H: 1.285 2.409 -0.193
H: 0.135 0.537 1.745
H: -1.239 2.532 -0.741
H: -0.635 -2.880 -0.411


The following is a DFT calculation (wB97M-V/def2-TZVPD) of a 2-piece molecular cluster, C4H7NS overall at a distorted geometry.

charge: 0
strongest force on any atom: 3.42 eV/Å
electronic energy: -609.32441 Eh

Element x y z (Å)
S: 3.948 0.053 0.170
N: 0.313 0.258 0.177
C: 0.582 1.711 0.184
C: 1.169 -0.670 0.513
C: -0.800 -0.733 -0.188
C: 0.321 -1.815 0.001
H: 0.132 -2.606 0.725
H: 1.689 1.751 0.409
H: 0.667 -2.335 -1.051
H: -1.142 -0.475 -1.115
H: -1.596 -0.836 0.457
H: 0.115 2.363 1.018
H: 0.357 2.153 -0.848


The following is a DFT calculation (wB97M-V/def2-TZVPD) of one molecule with the formula C4H7NS2 at a distorted geometry.

charge: 0
strongest force on any atom: 1.59 eV/Å
electronic energy: -1007.71367 Eh
SMILES: S=C1C[C@@H](CS)N1

Element x y z (Å)
S: -2.885 -0.659 -0.127
S: 2.986 -0.579 -0.213
N: 0.385 -0.475 0.645
C: 0.806 1.450 -0.055
C: 1.505 0.060 0.090
C: -1.653 0.640 -0.476
C: -0.462 0.767 0.503
H: 0.113 -1.418 0.508
H: -0.813 1.111 1.478
H: 0.758 1.911 -1.025
H: -3.352 -0.105 0.978
H: 1.260 2.142 0.649
H: -2.182 1.607 -0.553
H: -1.275 0.392 -1.476


The following is a DFT calculation (wB97M-V/def2-TZVPD) of a 2-piece molecular cluster, C4H7NS2 overall at a distorted geometry.

charge: 0
strongest force on any atom: 3.11 eV/Å
electronic energy: -1007.63616 Eh

Element x y z (Å)
S: -2.022 -0.785 -1.716
S: -0.397 1.257 0.979
N: 0.567 -0.992 -0.018
C: 0.180 -1.329 1.164
C: 0.841 1.079 -1.445
C: 0.187 0.257 -0.324
C: -0.482 -0.171 2.062
H: 0.171 0.057 2.862
H: 1.729 1.390 -0.964
H: 1.144 0.328 -2.129
H: -1.084 -0.310 -2.513
H: -1.467 -0.343 2.507
H: 0.256 1.891 -1.917
H: 0.376 -2.329 1.453


The following is a DFT calculation (wB97M-V/def2-TZVPD) of one molecule with the formula C4H7NS3 at a distorted geometry.

charge: 0
strongest force on any atom: 3.81 eV/Å
electronic energy: -1405.84290 Eh
SMILES: CS/C=C\C(=S)NS

Element x y z (Å)
S: 2.000 0.481 -0.063
S: -2.489 -1.260 -0.227
S: -1.717 1.896 -0.012
N: -0.629 0.571 0.181
C: 3.869 0.158 -0.237
C: 0.187 -1.575 0.199
C: 1.510 -1.261 0.327
C: -1.011 -0.690 0.030
H: 4.299 1.209 -0.398
H: 2.282 -2.021 0.692
H: 4.212 -0.252 0.789
H: 4.088 -0.473 -1.166
H: -2.589 1.579 1.021
H: -0.234 -2.568 0.137
H: 0.309 0.866 0.584